DFT (wB97M-V/def2-TZVPD) results for a molecular structure, C2H2FOY at a distorted geometry.

XYZ file:
```
7
Properties=species:S:1:pos:R:3:forces:R:3:nbo_charge:R:1
C 0.363518 0.192690 -0.171057 1.1 3.6 -4.2 0.7392
C -0.007558 0.146618 1.118618 -0.5 -0.7 2.8 -0.1729
F 1.440876 0.957248 -0.509923 -1.5 -1.8 0.8 -0.2450
O -0.413647 -0.004699 -1.184386 0.4 -2.1 0.1 -0.8270
H 0.537397 0.724683 1.861353 0.0 -0.2 -0.1 0.2823
H -0.847917 -0.473885 1.422661 0.1 0.3 0.0 0.2424
Y -1.072669 -1.542654 -2.537266 0.3 1.0 0.6 1.9811
```
Positions in Å, forces in eV/Å.

LUMO (spin up / spin down), Ha: -0.3978 / -0.4333
Calculated total energy, Eh: -290.045788
Kohn-Sham gap (spin up / spin down), eV: 8.78 / 5.08
Net charge: +2
2S+1: 1
Energy above the lowest of the compared OMol25 structures with the same formula, charge and spin, kJ/mol: 61.4
Molar mass, u: 149.94


DFT (wB97M-V/def2-TZVPD) results for a molecular structure, C24H16B4Br8O34V at a distorted geometry.

XYZ file:
```
87
Properties=species:S:1:pos:R:3:forces:R:3:mulliken_charge:R:1
O 2.004029 1.862050 4.468334 0.1 -0.6 1.5 -0.4836
V 1.846357 0.726486 5.560457 -0.8 -1.0 -1.2 1.5265
O 2.547624 1.132050 6.904395 0.0 0.6 -1.0 -0.5094
O 0.325844 2.778257 -1.635347 -0.5 0.0 1.2 -0.5680
C -0.004445 1.958137 -0.821120 1.0 -0.7 -2.5 0.4063
O 0.815712 1.269821 -0.016882 -0.9 0.4 0.6 0.0134
B 0.021207 0.217205 0.648233 1.1 0.8 -1.1 1.3249
O -1.295538 0.256354 0.031581 -1.0 -0.7 0.3 -0.5008
C -1.373922 1.217541 -0.865014 0.0 2.2 0.3 0.2395
O -2.315801 1.626139 -1.504653 0.4 -1.1 0.7 -0.5206
O 0.020470 0.465032 2.136523 0.1 -0.5 0.0 -0.6175
C 0.636104 -0.527448 2.685671 -1.0 0.1 0.9 0.6749
O 0.800906 -0.625881 3.905238 1.0 0.5 0.7 -0.6813
C 1.009095 -1.601967 1.634410 1.4 0.7 -0.3 0.5922
O 0.701103 -1.047760 0.484016 -0.6 -0.7 -0.1 -0.4848
O 1.648719 -2.587464 1.826033 -0.6 -0.2 0.4 -0.6133
O 1.079748 -1.002433 6.626500 0.4 0.0 -0.1 -0.8337
C 1.174814 -2.231838 6.637703 -0.8 0.1 -0.3 0.9340
O 0.764059 -3.015732 5.715671 0.0 0.2 -0.3 -0.2757
B 1.194348 -4.412570 6.010169 0.9 -1.5 -0.2 1.0451
O 1.685601 -4.344418 7.417181 -0.2 0.7 0.0 -0.5016
C 1.711540 -3.082575 7.806988 0.5 -0.1 0.0 0.4276
O 2.100285 -2.623240 8.838825 0.0 -0.1 0.2 -0.5888
O 2.271030 -4.843487 5.089455 -0.2 1.4 1.2 -0.4826
C 1.839038 -5.833635 4.365078 0.5 -1.6 -2.1 0.6391
O 2.453835 -6.368002 3.477857 -0.5 0.1 0.7 -0.5960
C 0.403636 -6.223231 4.818797 0.7 0.3 -0.8 0.6049
O 0.174614 -5.428606 5.850648 -1.3 0.7 0.9 -0.4878
O -0.334535 -7.020565 4.321712 0.2 0.2 0.5 -0.5823
O 2.110999 -4.437287 -2.307844 0.0 -0.2 -0.2 -0.6202
C 1.400724 -3.839672 -3.060937 0.3 0.0 1.0 0.6061
O 1.256641 -2.521518 -3.087571 -0.4 -0.1 -0.1 -0.0782
B 0.419623 -2.201972 -4.233452 -0.2 0.0 -0.8 0.6536
O -0.206855 -3.459728 -4.677257 0.1 -0.9 0.2 -0.5319
C 0.450083 -4.467323 -4.104923 0.4 0.5 -0.1 0.3585
O 0.387376 -5.638140 -4.347570 -0.4 0.0 -0.2 -0.6368
O -0.632716 -1.181908 -4.044043 0.2 0.7 0.0 0.1021
C -0.299034 -0.110036 -4.779594 0.0 0.3 0.1 0.7710
O -0.870057 0.934972 -4.920096 -0.7 -0.6 0.5 -0.6390
C 1.026835 -0.394227 -5.468205 0.5 -0.1 0.2 0.1396
O 1.298074 -1.689705 -5.324449 -0.1 0.7 0.0 -0.5014
O 1.688293 0.468987 -5.966716 0.2 -0.4 -0.5 -0.6035
O 4.698312 -0.661082 0.633395 -0.1 0.0 0.1 -0.6872
C 4.899671 -0.043437 -0.375375 -0.9 0.6 0.9 0.7141
O 4.683423 1.248741 -0.547214 0.0 0.5 0.0 -0.4572
B 5.215468 1.706742 -1.874651 -0.2 -1.1 0.9 1.2149
O 5.838158 0.465229 -2.377693 -0.4 0.2 -1.0 -0.6124
C 5.516024 -0.580367 -1.629340 1.7 -0.4 -0.2 0.5132
O 5.891033 -1.708653 -1.790335 -0.3 0.1 -0.3 -0.6328
O 6.252253 2.749429 -1.700695 -0.1 -0.1 0.0 -0.5572
C 5.828880 3.830407 -2.299075 0.0 1.5 -0.6 0.5024
O 6.353153 4.917065 -2.346876 0.4 -0.4 0.3 -0.6641
C 4.470302 3.566005 -2.970487 -1.0 -0.8 0.6 0.4834
O 4.154588 2.300333 -2.694960 0.6 -0.1 -0.1 -0.1843
O 3.748821 4.344378 -3.521533 0.5 0.2 -0.2 -0.5989
Br -3.186809 1.726970 3.017798 -0.1 -0.5 -0.3 -0.1959
C -4.336096 0.490219 2.005989 -0.2 -0.2 -0.4 -0.1025
C -5.484418 1.325360 1.516272 -1.1 -0.6 0.2 -0.7227
Br -6.915704 0.279351 0.631985 0.3 -0.3 -0.2 -0.2047
H -4.640247 -0.314783 2.669288 0.0 0.2 0.2 0.5093
H -3.823700 0.042458 1.155063 0.5 0.3 0.2 -0.1399
H -5.179135 2.062160 0.781787 -0.1 0.2 0.3 0.3974
H -6.130284 1.638189 2.329074 0.7 0.9 0.1 0.3731
Br -4.846491 5.030472 -3.409352 0.1 -0.8 0.2 -0.2103
C -4.969615 3.029581 -3.074895 -0.8 0.9 0.8 -0.4134
C -6.472829 2.806473 -2.698773 1.9 -0.3 -1.4 -0.3814
Br -6.917590 0.889169 -3.021340 -0.2 1.1 0.1 -0.1800
H -4.233503 2.857069 -2.296424 0.0 -0.3 -0.2 0.0840
H -4.730047 2.576287 -4.029732 0.1 0.0 0.1 0.3974
H -6.886944 3.431967 -3.484192 -1.2 -0.4 0.4 0.4408
H -6.744786 3.068000 -1.683641 0.0 0.0 -0.1 0.3077
Br 2.602215 4.499067 -0.004081 0.2 -0.1 0.2 -0.1122
C 1.987210 3.849990 1.773659 0.2 1.0 -2.1 -0.5299
C 2.514503 4.778398 2.813982 0.6 -0.5 0.8 -0.4837
Br 1.796984 6.579230 2.628972 -0.1 -0.2 0.3 -0.1926
H 2.349980 2.827313 1.752293 -0.2 0.0 0.6 0.1916
H 0.918144 3.965054 1.618050 -0.1 -0.5 0.5 0.3495
H 3.596367 4.895732 2.810331 0.0 0.0 -0.5 0.4027
H 2.303061 4.372648 3.803839 -0.5 0.4 0.1 0.2949
Br -3.615173 -1.396101 -6.088096 0.1 0.2 0.5 -0.1935
C -3.897147 -0.762171 -4.252680 -1.5 -0.2 0.6 -0.0390
C -4.091334 -1.950698 -3.326904 1.2 -0.5 -0.1 -0.4830
Br -4.379302 -1.358230 -1.460715 0.2 -0.3 -0.7 -0.1449
H -4.863115 -0.262367 -4.263220 0.3 0.4 -0.4 0.1354
H -3.123656 -0.089444 -3.889811 0.3 -0.2 -0.4 0.0795
H -3.177321 -2.544091 -3.369491 0.0 0.0 0.5 0.1766
H -4.908736 -2.628719 -3.556002 -0.2 0.4 -0.2 0.4354
```
Positions in Å, forces in eV/Å.

LUMO, Ha: 0.0522
Calculated total energy, Eh: -25118.894095
Kohn-Sham gap, eV: 5.00
Net charge: -3
2S+1: 1
Molar mass, u: 1581.78


DFT (wB97M-V/def2-TZVPD) results for 2 unconnected molecules or ions with the total composition C3H8O4P2 at a distorted geometry.

XYZ file:
```
17
Properties=species:S:1:pos:R:3:forces:R:3:nbo_charge:R:1
C 1.947332 -2.568792 -0.163925 1.3 2.6 -0.5 -0.2928
C -1.809361 2.319800 -0.733189 -1.2 -1.3 3.3 -0.2278
C 0.790762 0.506762 0.853195 0.3 -3.0 0.4 -1.1261
O 2.697078 -1.027059 3.071019 0.3 0.7 1.4 -1.2041
O 0.822706 1.659828 -1.425145 1.0 0.7 -1.6 -1.2491
O 2.092242 -2.420096 1.207843 0.8 0.6 0.8 -0.8579
O -1.451804 0.963356 -0.638099 -0.9 -0.6 -0.7 -0.8877
P 2.789584 -0.900489 1.591764 -1.5 0.1 -0.7 1.3128
P 0.235288 0.361029 -0.911219 -1.0 1.6 1.6 1.2819
H 1.188200 -3.281178 -0.222500 -1.5 -1.1 -1.1 0.1570
H 2.905701 -2.986359 -0.646980 -1.1 0.8 0.3 0.1169
H 1.620761 -1.467011 -0.506574 0.7 -2.9 -0.5 0.1996
H -1.402576 2.816647 -1.578887 0.6 0.7 -0.6 0.1730
H -1.534332 2.755659 0.294359 0.1 0.4 -1.5 0.1387
H -2.961847 2.408064 -0.695791 1.3 -0.2 -0.5 0.1114
H 0.072322 0.006796 1.541860 0.4 0.1 -0.2 0.1718
H 0.867033 1.552090 1.085389 0.4 0.6 0.2 0.1825
```
Positions in Å, forces in eV/Å.

LUMO, Ha: 0.2432
Calculated total energy, Eh: -1102.714575
Kohn-Sham gap, eV: 5.64
Net charge: -2
2S+1: 1
Molar mass, u: 170.04


DFT (wB97M-V/def2-TZVPD) results for a gas-phase ion, C8H11N2O (charge +1) at a distorted geometry.

XYZ file:
```
22
Properties=species:S:1:pos:R:3:forces:R:3:nbo_charge:R:1
C 3.476342 -0.113607 -0.294055 1.1 -0.1 0.1 -0.2894
C 2.932342 1.038131 0.260462 -0.5 0.2 -1.0 -0.1755
C 2.684664 -1.291843 -0.438046 -1.7 -1.0 -0.6 -0.1791
C 1.595323 1.090429 0.525383 1.3 1.3 0.5 -0.1240
C 1.320504 -1.207856 -0.106230 3.0 -0.4 -1.1 -0.0545
C -2.187758 0.386253 -0.791263 1.1 -2.3 1.8 -0.3044
C -2.490076 -0.949420 0.036634 -1.8 0.4 -0.5 -0.0939
C -0.622093 0.112601 0.885371 2.5 -1.2 2.8 0.3519
N 0.798439 -0.025385 0.336960 -3.0 1.0 0.3 -0.3811
N -1.439422 1.089131 0.244068 0.5 -1.2 -2.2 -0.1491
O -1.311378 -1.056837 0.880163 -1.1 -1.0 -1.5 -0.4742
H 4.517831 0.037585 -0.524649 0.2 -1.0 -0.4 0.2351
H 3.528862 1.966321 0.240831 -0.4 -0.6 0.5 0.2441
H 2.984216 -2.318138 -0.911456 -0.2 2.3 1.2 0.2585
H 1.230972 2.016398 0.935483 -0.8 -0.1 0.1 0.2107
H 0.724712 -2.060153 -0.248932 -1.0 -0.7 0.1 0.2323
H -1.419667 0.128858 -1.577631 -0.6 0.4 0.3 0.2872
H -3.015533 0.933674 -1.137382 -0.9 0.6 -0.6 0.2669
H -3.396210 -0.747089 0.708403 1.3 -0.3 -0.8 0.2133
H -2.780528 -1.871750 -0.619670 1.3 1.6 1.3 0.2558
H -0.419431 0.320930 1.959452 -0.5 0.7 -0.4 0.2371
H -1.076241 1.985705 0.011812 0.4 1.3 0.2 0.4324
```
Positions in Å, forces in eV/Å.

LUMO (spin up / spin down), Ha: -0.1116 / -0.3252
Calculated total energy, Eh: -495.744255
<S²>: 2.029
Kohn-Sham gap (spin up / spin down), eV: 6.17 / 4.06
Net charge: +1
2S+1: 3
Energy above the lowest of the compared OMol25 structures with the same formula, charge and spin, kJ/mol: 19.0
Molar mass, u: 151.19


DFT (wB97M-V/def2-TZVPD) results for a single C4H8N2O2S2 molecule at a distorted geometry.

XYZ file:
```
18
Properties=species:S:1:pos:R:3:forces:R:3:nbo_charge:R:1
C 0.024894 0.957802 2.471925 2.5 0.8 0.5 -0.6258
C 0.759254 0.396873 1.198863 0.9 4.7 0.9 -0.2189
N 0.459345 1.208941 -0.000212 -0.4 -1.3 0.8 -0.5200
C -0.358342 0.824641 -0.933357 -1.3 3.2 -2.2 0.0449
S -0.867121 1.819284 -2.221679 0.6 -0.8 0.9 -0.1104
C -0.951535 -0.459779 -0.991939 -0.6 -4.0 -0.1 -0.0182
S -2.550602 -0.929143 -0.830509 2.5 0.7 0.0 0.0786
N 0.188820 -1.541756 -1.264464 -2.2 2.3 0.7 0.0573
O -0.422418 -2.775487 -1.556532 -0.4 1.7 0.1 -0.5698
O 0.824567 -0.906221 -2.421789 -0.7 -1.6 0.6 -0.5619
H -0.870719 0.366340 2.587884 -0.2 0.0 0.6 0.2210
H 0.744015 1.046543 3.412688 -1.7 -0.8 -1.9 0.2249
H -0.225427 1.994135 2.267886 -0.4 0.1 0.0 0.2152
H 1.823691 0.578133 1.159615 0.5 -1.0 1.2 0.2077
H 0.452804 -0.564367 1.142044 -0.3 -3.1 -1.0 0.2195
H 0.902997 2.106126 -0.138000 -0.1 0.0 0.2 0.4227
H -1.372857 -2.498256 -1.312307 0.4 -1.1 -0.7 0.4547
H 1.438634 -1.623809 -2.570118 0.9 0.0 -0.6 0.4784
```
Positions in Å, forces in eV/Å.

LUMO, Ha: -0.0436
Calculated total energy, Eh: -1213.398994
Kohn-Sham gap, eV: 7.34
Net charge: 0
2S+1: 1
Energy above the lowest of the compared OMol25 structures with the same formula, charge and spin, kJ/mol: 590.8
SMILES: CCNC(=S)C(=S)N(O)O
Molar mass, u: 180.25


DFT (wB97M-V/def2-TZVPD) results for 7 unconnected molecules or ions with the total composition C8H32N2O7 at a distorted geometry.

XYZ file:
```
49
Properties=species:S:1:pos:R:3:forces:R:3:nbo_charge:R:1
C 16.776021 13.440770 10.199253 -1.3 0.7 1.9 -0.2444
O 16.898158 13.091211 8.883170 0.8 -0.7 -1.0 -0.5420
C 16.460595 11.750374 8.744824 -2.3 1.4 0.7 -0.0718
C 15.304040 11.682704 7.728176 0.3 -0.9 0.0 -0.0674
C 14.254648 12.734943 7.929020 -1.6 -0.5 0.7 -0.6252
N 14.792062 10.300286 7.926242 -0.7 0.9 -0.2 -0.8601
H 15.724558 13.783829 10.403616 0.5 -0.7 0.2 0.1602
H 17.326510 14.325257 10.442863 0.9 0.4 -0.1 0.1878
H 17.066227 12.599170 10.880309 -0.2 0.9 -0.3 0.1655
H 17.273600 11.106836 8.534920 0.9 -0.8 -0.5 0.1783
H 16.010781 11.463977 9.742305 0.3 -0.2 -1.2 0.1802
H 15.622291 11.806650 6.677598 0.5 0.0 0.4 0.1738
H 13.416429 12.571427 7.249107 0.0 -0.3 -0.3 0.2093
H 14.607528 13.705978 7.669808 0.5 0.8 0.1 0.2263
H 13.748756 12.736940 8.918412 0.7 0.0 -0.3 0.2150
H 15.596208 9.728765 7.761006 0.1 -0.9 -0.3 0.3574
H 14.052102 10.084479 7.246743 0.4 -0.1 0.4 0.3906
C 10.592844 7.058239 8.567517 0.3 -0.1 -2.1 -0.2574
O 9.578692 8.071901 8.621521 0.7 -0.7 0.4 -0.5690
C 8.536793 7.958323 7.668069 0.2 -0.3 0.3 -0.0602
C 7.317364 8.692848 8.150977 -1.9 -1.1 -0.4 -0.0911
C 6.769653 8.112071 9.432922 -0.7 0.6 2.2 -0.6300
N 6.305874 8.550798 7.066788 1.0 1.7 -0.2 -0.8536
H 10.298342 6.126972 9.033400 -0.3 0.0 0.6 0.1749
H 11.512970 7.469482 8.979351 -0.2 0.0 0.3 0.2070
H 10.872309 6.717685 7.501697 -0.6 0.9 1.1 0.1697
H 8.898073 8.387530 6.738286 -0.1 -0.3 -0.5 0.1907
H 8.208673 6.902397 7.568153 0.4 0.3 -0.3 0.1645
H 7.428688 9.742824 8.338932 0.6 0.6 -0.2 0.2183
H 7.344748 8.402595 10.333944 0.2 -0.2 -0.6 0.2252
H 6.614666 7.025995 9.525997 0.2 0.2 -0.6 0.1986
H 5.788064 8.593249 9.659368 0.5 -0.4 -0.4 0.2107
H 5.610964 9.299741 7.080607 0.3 -0.6 0.1 0.3696
H 5.887645 7.655797 7.029603 -0.6 -0.8 0.2 0.3533
O 8.135870 11.957881 10.127549 0.3 -0.5 0.9 -0.9848
H 9.066938 11.845799 10.385643 -0.2 0.0 -0.2 0.4941
H 8.144699 12.456941 9.320272 -0.1 0.4 -0.6 0.4770
O 11.337141 9.840694 7.523585 -0.5 1.6 -0.1 -0.9792
H 11.107006 10.802456 7.448587 0.4 -1.3 0.1 0.4666
H 10.542450 9.470577 7.957152 0.3 -0.2 0.1 0.4908
O 13.427054 9.881682 10.477566 0.7 0.1 -0.7 -1.0026
H 13.698546 9.087796 10.942621 -0.1 -0.1 0.2 0.4676
H 14.032207 9.916936 9.680274 -0.7 0.2 0.4 0.5047
O 11.078034 11.743598 10.451551 -2.0 1.6 -0.1 -0.9736
H 11.674129 11.058205 10.269166 1.7 -1.8 -0.3 0.5050
H 11.484270 12.316793 11.090756 0.4 0.2 0.4 0.4733
O 6.789604 13.640545 8.226259 -1.6 -2.0 1.4 -0.9454
H 7.232101 14.369713 7.887325 1.1 2.2 -0.9 0.4683
H 6.247410 13.940291 8.982328 0.6 -0.2 -0.6 0.4835
```
Positions in Å, forces in eV/Å.

LUMO, Ha: 0.0221
Calculated total energy, Eh: -960.131183
Kohn-Sham gap, eV: 9.51
Net charge: 0
2S+1: 1
Energy above the lowest of the compared OMol25 structures with the same formula, charge and spin, kJ/mol: 99.7
SMILES: COC[C@H](C)N.COC[C@H](C)N.O.O.O.O.O
Molar mass, u: 268.35